14 unconnected molecules or ions with the total composition C40H111N3O28 in a non-equilibrium geometry, computed with ωB97M-V with the def2-TZVPD basis set.

Last column: Löwdin charge in e.
Positions of all 182 atoms, in Å:
H 3.33 5.41 3.16  0.073
H -2.33 -4.01 3.69  0.112
H -2.31 4.67 -5.59  0.079
C -5.56 2.28 -0.99  -0.263
H -1.40 1.29 -2.57  0.123
H 2.24 -1.89 -3.49  0.111
H 2.18 7.07 1.05  0.125
C 0.88 -3.99 6.01  -0.074
C 3.47 3.40 -3.10  -0.238
O -7.36 -2.11 -2.00  -0.064
H 4.88 -0.16 -0.38  0.103
H 7.96 0.60 3.14  0.080
H -4.14 -4.42 0.03  0.067
H 0.65 -0.28 1.93  0.094
N -3.32 -5.16 5.27  -0.068
H -1.32 3.88 0.10  0.083
O 4.07 2.73 -2.02  -0.059
H -3.02 -2.57 1.12  0.099
C -4.94 1.27 0.04  -0.219
O 5.04 -0.02 -2.95  -0.065
H 1.89 -8.24 2.86  0.125
H 5.89 -0.20 -3.36  0.093
H -5.31 -2.72 -3.77  0.122
C 0.29 0.87 -5.82  -0.258
C -1.53 5.83 -4.43  -0.249
H 7.10 0.58 0.13  0.120
C 0.02 -3.39 1.07  -0.080
H -5.92 -3.09 -0.81  0.104
C -1.41 -3.51 5.60  -0.241
H -4.74 -0.86 -2.75  0.095
H -7.73 -2.23 -2.88  0.078
H -6.47 1.88 -1.44  0.112
H -5.72 0.79 0.64  0.126
C -2.49 7.10 0.89  -0.260
H -0.27 7.30 -6.09  0.072
H 0.66 5.91 -4.30  0.106
C 7.85 1.57 2.66  -0.147
H 4.99 6.70 1.67  0.086
H -4.74 -6.74 2.64  0.116
H 1.90 -1.28 2.60  0.116
H 4.09 3.32 -3.99  0.125
H 1.20 -2.96 6.09  0.087
O -3.15 0.40 2.98  -0.094
C 1.37 1.82 3.42  -0.067
C -4.47 -5.66 4.49  -0.172
N 4.09 -0.05 1.53  -0.031
C -0.97 1.29 -1.57  -0.150
H 0.32 1.87 3.11  0.080
O -1.25 0.40 -7.71  -0.091
H 0.35 -7.76 5.21  0.080
H 0.75 0.64 -7.93  0.116
H 2.15 4.16 -1.36  0.043
H 4.03 -0.69 -4.64  0.119
H -3.01 5.64 2.22  0.110
H -0.19 3.36 -1.80  0.114
C 4.14 -0.95 -3.59  -0.199
H -4.92 -6.55 4.93  0.112
H -4.61 3.74 -1.87  0.088
H -2.04 -1.34 3.20  0.102
H 2.49 3.00 -3.34  0.101
O -0.37 -7.08 2.15  -0.069
C -0.22 6.55 -4.31  -0.241
H -1.20 -2.49 5.27  0.117
H 0.46 -2.60 -1.43  0.107
H 5.51 -3.13 -1.75  0.107
H 7.94 2.30 3.47  0.087
C -4.07 -5.97 3.02  -0.166
C 6.42 0.51 0.98  -0.182
O -4.73 2.79 -1.95  -0.050
H -1.81 1.38 -0.87  0.101
H 0.21 -0.17 -5.53  0.117
H 1.36 -5.87 2.11  0.121
C 0.70 -6.41 2.79  -0.256
H 4.14 0.55 2.34  0.094
H -1.90 7.91 -0.76  0.086
O 0.89 -8.21 4.55  -0.075
H -4.09 -1.21 0.97  0.095
H -3.10 0.27 3.93  0.084
C -3.45 5.92 1.26  -0.177
C -5.07 -2.74 -2.71  -0.283
H -1.42 2.46 1.09  0.070
H 2.01 2.38 2.73  0.063
O 5.74 -4.41 -0.23  -0.053
O 1.81 0.45 3.46  -0.192
O -3.91 1.91 0.78  -0.085
H -3.05 -6.37 2.99  0.116
H 1.02 2.10 -1.81  0.096
C 3.04 5.04 1.29  -0.228
H -0.51 3.93 1.54  0.092
H 1.67 -4.42 5.38  0.083
H 2.42 1.27 0.97  0.098
H 1.07 -0.07 -2.59  0.033
H -1.76 5.08 -3.68  0.116
H -0.55 -4.30 0.88  0.087
O -4.17 -4.87 2.11  -0.228
H -1.20 -3.33 -1.32  0.118
H 5.62 -4.83 -2.27  0.130
H 4.54 -1.97 -3.63  0.101
O -0.58 -2.31 0.36  -0.257
O 4.13 7.11 1.82  -0.074
H -3.03 -5.57 0.40  0.091
C -2.62 -3.95 4.74  -0.174
H -3.71 -4.96 6.18  0.098
C -6.30 -3.09 -1.84  -0.208
C 1.69 -0.26 2.25  -0.233
H 1.04 -3.44 0.67  0.075
O -4.33 -2.33 2.71  -0.074
O 1.52 1.39 -5.41  -0.077
H -5.93 3.10 -0.38  0.117
O 3.10 -4.15 -2.65  -0.073
O -2.43 7.15 -0.50  -0.082
H -4.47 -3.25 2.46  0.024
C -4.00 -5.22 0.75  -0.089
H -0.26 2.09 -7.56  0.117
O -4.34 -1.64 -2.35  -0.057
H -3.39 -3.19 4.83  0.108
O -1.58 5.28 -5.74  -0.061
H 4.03 1.81 -2.29  0.045
C 2.63 0.21 1.14  -0.155
H 0.15 -3.05 2.09  0.086
C -0.73 3.23 0.74  -0.115
H -2.13 -0.95 -1.02  0.099
H 3.55 -5.29 -1.00  0.125
C 0.09 2.41 -1.34  -0.153
H -0.47 1.41 -5.25  0.109
H 0.30 -5.80 3.60  0.100
C 3.72 -4.28 -1.39  -0.247
C -2.48 -0.80 2.36  -0.121
H 5.21 -3.83 0.33  0.083
O -4.75 6.55 1.40  -0.088
H -3.64 1.34 1.50  0.020
C 3.12 6.52 0.98  -0.217
H -0.65 -7.73 2.80  0.073
H -1.44 6.94 1.13  0.107
H 2.43 -6.90 3.84  0.112
H 4.13 5.20 -2.12  0.107
O -0.33 -4.29 5.31  -0.219
C 4.99 0.47 0.51  -0.226
H 2.48 -0.42 0.27  0.100
H -5.29 -4.94 4.55  0.114
C -0.56 -2.48 -1.07  -0.136
N -0.30 0.02 -1.25  -0.065
H -4.35 -3.55 -2.55  0.111
H 4.76 1.51 0.29  0.111
H -4.76 -5.94 0.44  0.094
H 3.25 -3.57 -0.71  0.104
H -1.77 -0.46 1.61  0.087
O 2.66 4.93 2.67  -0.073
C -3.51 -1.79 1.70  -0.222
H -6.58 -4.11 -2.10  0.114
H 0.76 -4.40 7.01  0.091
H 2.86 -1.41 -1.93  0.095
H 3.40 6.60 -0.07  0.099
H -0.11 6.88 -3.28  0.111
C 1.54 -7.43 3.50  -0.224
O 0.37 2.69 0.06  -0.198
H 3.97 4.52 1.05  0.121
O 2.15 4.99 -1.84  -0.074
H -1.46 0.55 -8.63  0.079
O -0.08 7.67 -5.22  -0.053
H -4.71 7.20 2.11  0.072
H 3.22 5.63 -3.46  0.118
H -2.27 6.63 -4.31  0.119
O 6.64 1.54 2.00  -0.196
C -1.19 -1.12 -1.53  -0.172
C -0.04 1.06 -7.31  -0.223
C 2.74 -1.08 -2.96  -0.181
H 8.73 1.68 2.01  0.083
H -3.53 5.17 0.47  0.110
H 2.88 -5.04 -2.96  0.093
H -4.38 0.54 -0.54  0.085
C 5.24 -4.16 -1.50  -0.251
H 6.70 -0.41 1.49  0.114
O 1.88 0.10 -3.06  -0.100
H -1.31 -1.10 -2.61  0.120
H -0.24 0.09 -0.24  0.088
H 2.32 4.51 0.67  0.092
H 1.71 1.00 -4.55  0.013
C 3.26 4.87 -2.68  -0.238
H -2.81 8.07 1.27  0.116
H 1.52 2.36 4.35  0.090
H -1.69 -3.63 6.65  0.126

Properties
**Lowest unoccupied orbital energy**: 0.190 eV
**Gap between HOMO and LUMO**: 0.332 hartree
**Max |F|**: 3.8 eV/Å
**Energy above the lowest of the compared OMol25 structures with the same formula, charge and spin**: 0.994 eV
**Spin multiplicity**: 1